Entry from the OMol25 dataset: a 2-piece molecular cluster, C3H4FO3S overall (the ωB97M-V functional and the def2-TZVPD basis).

Results
charge	-1
highest occupied orbital energy	-4.5	eV
spin multiplicity	1

```
12
C3H4FO3S | the OMol25 dataset | the ωB97M-V functional and the def2-TZVPD basis
C 0.6550 1.3182 -1.1223
C -0.5810 1.1608 -0.7458
C -0.9970 -0.3356 0.9636
O 0.8925 -1.5083 -0.7535
O 1.6282 -0.5465 1.3192
O -0.0428 -2.4366 1.3133
F -1.7505 1.6396 -1.1345
S 0.5695 -1.2408 0.6253
H 0.9927 1.9255 -2.1125
H 1.3906 0.7209 -0.6587
H -1.7907 -0.7485 0.3077
H -0.9664 0.0513 1.9982
```

=====

Entry from the OMol25 dataset: one molecule with the formula C25H32N6O4 (the ωB97M-V functional and the def2-TZVPD basis).

Results
SMILES	Cc1ccc([C@@H](C(=O)NC2CCCC2)N(CCCO)C(=O)Cn2nnc(-c3ccc(C)o3)n2)cc1
highest occupied orbital energy	-8.4	eV
spin multiplicity	1

```
67
C25H32N6O4 | the OMol25 dataset | the ωB97M-V functional and the def2-TZVPD basis
C -2.4013 -6.9186 -1.1368
C -2.2486 -5.4540 -0.8627
C -2.1536 -4.9775 0.4374
C -1.9821 -3.6293 0.6931
C -1.8987 -2.7191 -0.3512
C -1.7685 -1.2342 -0.0970
C -1.3101 -0.8890 1.3357
O -2.0045 -0.2009 2.0717
N -0.1128 -1.3696 1.6582
C 0.5879 -1.0505 2.8881
C 0.9900 0.4274 2.9226
C 2.1463 0.5028 1.9237
C 2.8141 -0.8861 1.9573
C 1.9404 -1.7549 2.8778
N -0.9097 -0.5707 -1.0911
C -1.4097 0.7052 -1.5724
C -1.3261 1.8134 -0.5039
C -2.7105 2.3387 -0.1016
O -3.5805 1.3355 0.3429
C 0.2696 -1.1243 -1.4052
O 0.7189 -2.1121 -0.8418
C 1.1083 -0.5081 -2.5439
N 1.8773 0.5962 -2.0632
N 3.1407 0.5071 -1.7264
N 3.5032 1.6519 -1.2783
C 2.4160 2.4551 -1.3447
C 2.3950 3.8140 -0.9055
C 3.3984 4.5896 -0.3834
C 2.8126 5.8414 -0.1053
C 1.4981 5.7470 -0.4726
C 0.3881 6.7326 -0.4202
O 1.2398 4.5188 -0.9589
N 1.3751 1.7953 -1.8485
C -2.0199 -3.1891 -1.6534
C -2.1833 -4.5372 -1.9042
H -1.4188 -7.3812 -1.2367
H -2.9473 -7.0860 -2.0623
H -2.9246 -7.4134 -0.3220
H -2.2142 -5.6702 1.2645
H -1.9238 -3.2870 1.7153
H -2.7639 -0.7867 -0.2123
H 0.3836 -1.9127 0.9565
H -0.0475 -1.3216 3.7376
H 0.1597 1.0837 2.6697
H 1.3302 0.6781 3.9273
H 2.8450 1.3002 2.1708
H 1.7564 0.7102 0.9266
H 3.8352 -0.8267 2.3294
H 2.8556 -1.3114 0.9550
H 1.8637 -2.7829 2.5265
H 2.3439 -1.7674 3.8903
H -2.4567 0.5662 -1.8590
H -0.8490 1.0157 -2.4499
H -0.8260 1.4247 0.3840
H -0.7279 2.6441 -0.8766
H -3.1980 2.7953 -0.9686
H -2.5823 3.1140 0.6678
H -3.1845 0.9011 1.1248
H 0.4957 -0.1963 -3.3913
H 1.8194 -1.2787 -2.8514
H 4.4120 4.2847 -0.2278
H 3.2980 6.6995 0.3123
H 0.7237 7.6386 0.0743
H 0.0516 6.9796 -1.4267
H -0.4600 6.3175 0.1223
H -1.9824 -2.4953 -2.4817
H -2.2669 -4.8825 -2.9249
```

=====

Entry from the OMol25 dataset: C32H28Cl4CuF12N6O16S4 as an isolated structure (the ωB97M-V functional and the def2-TZVPD basis).

Results
highest occupied orbital energy (spin up / spin down)	-10.0 / -10.0	eV
expectation value of S²	0.75
spin multiplicity	2

```
103
C32H28Cl4CuF12N6O16S4 | the OMol25 dataset | the ωB97M-V functional and the def2-TZVPD basis
Cu 1.4407 -2.2199 2.4074
C -0.7004 -0.5000 -0.8412
F -1.0569 -1.6254 -1.4052
F -0.9875 0.5225 -1.6044
F -1.3088 -0.3578 0.3151
S 1.2125 -0.4899 -0.5586
O 1.7902 -1.6621 -1.1670
O 1.7656 0.7376 -1.0530
N 1.3030 -0.6472 1.1259
S 1.0223 0.7864 1.8481
O 0.2770 1.8033 1.1678
O 0.6782 0.4076 3.2008
C 2.7943 1.5184 1.9248
F 2.6892 2.8438 2.0697
F 3.4037 1.0068 2.9810
F 3.4923 1.3463 0.8114
C 0.4503 -1.3638 6.2569
F -0.6837 -1.8232 5.7870
F 0.4582 -0.0634 6.0324
F 0.5966 -1.5364 7.5444
S 1.9574 -2.1409 5.4084
O 2.5886 -1.0711 4.6781
O 2.8259 -2.7665 6.3676
N 1.2966 -3.1549 4.2165
S 1.1258 -4.5529 4.9826
O 2.3750 -5.2783 4.9332
O 0.3897 -4.4797 6.2179
C -0.0090 -5.5076 3.8365
F -0.0010 -6.7695 4.1694
F -1.2326 -5.0070 3.9751
F 0.3597 -5.3910 2.5665
Cl -1.7809 1.9784 3.6409
C -1.4137 2.9262 5.1113
C -2.6704 3.1746 5.9020
Cl -3.2924 1.6145 6.5496
H -0.9019 3.8345 4.7977
H -0.6905 2.3368 5.6730
H -3.4191 3.5466 5.2065
H -2.5216 3.7905 6.7827
Cl -3.3183 1.9870 -0.7042
C -4.1804 1.2263 0.6384
C -5.4986 0.6014 0.1869
Cl -5.2271 -0.4827 -1.1995
H -4.3351 1.9802 1.4095
H -3.4871 0.5021 1.0637
H -6.1465 1.4176 -0.1233
H -5.9376 0.0257 0.9970
C -5.5624 -1.5383 3.2798
C -5.4093 -2.6285 2.4319
C -4.1407 -3.0234 2.0405
C -3.0338 -2.2881 2.4602
C -3.2070 -1.2427 3.3620
C -4.4776 -0.8181 3.7428
N -1.6995 -2.6200 2.0168
O -1.5337 -3.3936 1.1028
O -0.7744 -2.0488 2.5987
H -6.5548 -1.1968 3.5517
H -6.3138 -3.1342 2.1275
H -3.9806 -3.8962 1.4208
H -2.3735 -0.6414 3.7090
H -4.5079 0.0228 4.4207
C 3.8403 1.6354 -5.2868
C 2.7735 1.4309 -4.4101
C 1.6462 2.2304 -4.5561
C 1.5620 3.1046 -5.6300
C 2.6242 3.3366 -6.5030
C 3.7450 2.5349 -6.3324
N 0.2922 3.8007 -5.8884
O 0.1779 4.3903 -6.9429
O -0.5856 3.6801 -5.0678
H 4.8091 1.1598 -5.1953
H 2.8422 0.8185 -3.5224
H 0.8456 2.1229 -3.8393
H 2.5585 4.0796 -7.2812
H 4.5412 2.6528 -7.0565
C -2.5775 -2.2772 -3.8456
C -1.4585 -2.8738 -4.4238
C -1.6451 -3.9780 -5.2332
C -2.9168 -4.4447 -5.5430
C -4.0179 -3.8229 -4.9679
C -3.8327 -2.8038 -4.0437
N -3.1030 -5.6065 -6.4291
O -4.2330 -6.0001 -6.5874
O -2.1024 -6.1261 -6.8647
H -2.5068 -1.4174 -3.1949
H -0.4514 -2.5216 -4.2535
H -0.8026 -4.4616 -5.7120
H -4.9905 -4.2963 -5.0133
H -4.7060 -2.3550 -3.5903
C 6.8064 3.4882 -3.3264
C 6.0863 2.7923 -2.3647
C 5.5598 3.4551 -1.2570
C 5.7860 4.8080 -1.1035
C 6.4376 5.5026 -2.1079
C 6.9620 4.8770 -3.2368
N 5.3622 5.4782 0.1315
O 5.5694 6.6756 0.1822
O 4.7408 4.8353 0.9409
H 7.3384 2.9975 -4.1326
H 5.9749 1.7169 -2.3547
H 4.9775 2.8397 -0.5870
H 6.6232 6.5596 -1.9723
H 7.5248 5.4048 -3.9898
```

=====

Entry from the OMol25 dataset: one molecule with the formula C21H31N5S (the ωB97M-V functional and the def2-TZVPD basis).

Results
SMILES	CCN(CC)CCNC(=S)Nc1ccc2nc(N3CCCC3)cc(C)c2c1
highest occupied orbital energy	-7.5	eV
spin multiplicity	1

```
58
C21H31N5S | the OMol25 dataset | the ωB97M-V functional and the def2-TZVPD basis
C -6.5760 -0.0900 0.4586
C -6.1184 -0.8901 -0.7661
N -4.7629 -1.4165 -0.7558
C -4.6004 -2.7588 -0.2404
C -4.7748 -2.9593 1.2706
C -3.7398 -0.4869 -0.3351
C -3.6196 0.6922 -1.3143
N -2.5051 1.5365 -0.9713
C -2.5967 2.5505 -0.0902
S -4.0415 3.1734 0.4246
N -1.4444 3.1331 0.3366
C -0.1305 2.6559 0.2320
C 0.9065 3.5874 0.0315
C 2.2027 3.1720 -0.0672
C 2.5351 1.8031 0.0247
N 3.8258 1.4549 -0.0997
C 4.1533 0.1788 0.0019
N 5.4603 -0.1216 -0.1366
C 6.0431 -1.4413 -0.0448
C 7.5119 -1.2198 -0.4076
C 7.7676 0.2131 0.0558
C 6.4609 0.9125 -0.3039
C 3.1836 -0.8378 0.2429
C 1.8657 -0.5110 0.3663
C 0.8319 -1.5669 0.6131
C 1.4944 0.8621 0.2524
C 0.1719 1.3171 0.3654
H -6.0254 0.8423 0.5524
H -7.6294 0.1541 0.3451
H -6.4533 -0.6580 1.3766
H -6.7881 -1.7413 -0.9097
H -6.2137 -0.2494 -1.6505
H -5.3139 -3.3982 -0.7685
H -3.5945 -3.0884 -0.5236
H -5.8048 -2.7850 1.5694
H -4.5121 -3.9812 1.5341
H -4.1287 -2.2838 1.8262
H -3.9020 -0.0776 0.6749
H -2.7872 -1.0283 -0.3279
H -3.4843 0.3168 -2.3301
H -4.5193 1.3077 -1.2736
H -1.5806 1.2263 -1.2329
H -1.5718 4.0321 0.7807
H 0.6569 4.6360 -0.0434
H 3.0061 3.8748 -0.2209
H 5.5547 -2.1394 -0.7319
H 5.9481 -1.8356 0.9765
H 8.1677 -1.9447 0.0700
H 7.6428 -1.2888 -1.4879
H 8.6293 0.6651 -0.4298
H 7.9212 0.2354 1.1353
H 6.2226 1.7632 0.3365
H 6.4671 1.2621 -1.3433
H 3.4986 -1.8658 0.3304
H 1.2975 -2.5469 0.6836
H 0.2979 -1.3697 1.5418
H 0.1056 -1.5879 -0.1991
H -0.6122 0.6118 0.5961
```

=====

Number 1: DFT total energy -840.3929 hartree, largest force on an atom 5.71 eV Å⁻¹. Number 2: DFT total energy -1601.3543 hartree, largest force on an atom 1.36 eV Å⁻¹. Number 3: DFT total energy -9040.4545 hartree, largest force on an atom 4.07 eV Å⁻¹. Number 4: DFT total energy -1490.8127 hartree, largest force on an atom 0.72 eV Å⁻¹.